A:
Formula: C6H15N3
Source: the Open Molecules 2025 dataset
Level of theory: ωB97M-V with the def2-TZVPD basis set

For the LUMO energy, the calculation gives 0.0302 hartree.

Each line ends with the Mulliken charge.
CARTESIAN COORDINATES (ANGSTROEM)
C  0.12  0.68  2.07  -1.122
N  -0.63  -0.16  1.13  -0.128
C  -1.27  0.57  -0.04  -0.069
C  -1.63  1.93  0.02  -1.157
H  -1.29  -0.73  1.65  0.277
H  -2.11  -0.06  -0.33  0.298
H  0.85  1.26  1.51  0.347
H  0.68  0.05  2.76  0.311
H  -0.52  1.36  2.62  0.390
H  -2.62  2.21  -0.27  0.243
H  -0.96  2.67  0.43  0.294
C  -0.10  -2.31  -1.02  -1.442
C  0.55  -1.05  -0.55  0.803
N  1.78  -1.17  0.03  -0.427
N  1.18  1.26  -1.09  -0.583
C  0.20  0.22  -1.19  -0.391
H  2.22  -0.28  0.24  0.273
H  1.92  -1.95  0.66  0.219
H  0.70  2.16  -1.17  0.262
H  1.93  1.16  -1.77  0.212
H  -0.19  0.08  -2.21  0.376
H  0.15  -3.18  -0.41  0.394
H  -1.19  -2.21  -1.03  0.321
H  0.21  -2.53  -2.04  0.299

=====

B:
Formula: C6H15N3
Source: the Open Molecules 2025 dataset
Level of theory: ωB97M-V with the def2-TZVPD basis set

For the LUMO energy, the calculation gives 0.0355 hartree. Its SMILES is [H]/N=C(/C)C(N)N.C=CC.

Each line ends with the Mulliken charge.
CARTESIAN COORDINATES (ANGSTROEM)
H  -1.76  1.78  -2.10  0.168
N  -0.92  1.28  -2.41  -0.791
C  -0.57  0.31  -1.68  0.611
C  0.64  -0.47  -2.07  -1.245
C  -1.27  -0.12  -0.39  0.781
N  -2.70  0.15  -0.35  -0.686
N  -1.10  -1.54  -0.16  -0.679
H  1.37  -0.46  -1.26  0.175
H  0.35  -1.50  -2.26  0.365
H  1.08  -0.03  -2.96  0.383
H  -0.82  0.49  0.42  -0.118
H  -3.16  -0.41  -1.06  0.263
H  -2.89  1.13  -0.55  0.251
H  -0.17  -1.73  0.20  0.212
H  -1.77  -1.84  0.54  0.275
C  1.15  -0.94  2.20  -1.003
C  1.08  0.38  2.12  0.185
C  2.01  1.23  1.31  -1.066
H  0.47  -1.51  2.81  0.309
H  1.91  -1.50  1.67  0.351
H  0.32  0.92  2.67  0.365
H  2.51  1.95  1.95  0.370
H  2.76  0.63  0.81  0.274
H  1.45  1.79  0.56  0.248

=====

B ends up most stable, edging out the next structure by 67.7 kcal/mol.

=====

A:
Formula: C19H26N4O2S
Source: the Open Molecules 2025 dataset
Level of theory: ωB97M-V with the def2-TZVPD basis set

For the LUMO energy, the calculation gives 0.0259 hartree. Its SMILES is CCN1CCN([C@H](CNS(=O)(=O)c2ccccc2)c2cccnc2)CC1.

Each line ends with the Mulliken charge.
CARTESIAN COORDINATES (ANGSTROEM)
C  2.73  3.92  -2.24  -1.025
C  1.29  4.30  -1.85  -0.738
N  0.41  3.21  -1.48  -0.078
C  0.82  2.49  -0.29  -0.318
C  -0.30  1.53  0.14  -0.872
N  -0.74  0.63  -0.91  0.035
C  -0.10  -0.67  -1.06  0.329
C  -0.47  -1.57  0.14  -1.420
N  -1.79  -1.28  0.65  -0.314
S  -1.88  -0.80  2.26  1.515
O  -0.56  -0.50  2.77  -0.685
O  -2.90  0.19  2.36  -0.750
C  -2.44  -2.32  3.01  0.087
C  -3.79  -2.63  2.94  -0.370
C  -4.23  -3.83  3.48  -0.657
C  -3.33  -4.69  4.09  -0.342
C  -1.98  -4.36  4.16  -0.679
C  -1.54  -3.17  3.61  -0.237
C  1.40  -0.65  -1.30  0.441
C  2.33  -0.45  -0.28  -0.285
C  3.68  -0.39  -0.61  -0.485
C  4.05  -0.53  -1.94  -0.348
N  3.17  -0.72  -2.91  -0.649
C  1.89  -0.79  -2.59  -0.411
C  -1.02  1.37  -2.12  -1.251
C  0.13  2.28  -2.56  -0.301
H  2.74  3.25  -3.09  0.273
H  3.27  4.82  -2.51  0.418
H  3.24  3.45  -1.41  0.258
H  1.32  4.99  -1.00  0.401
H  0.82  4.82  -2.69  0.423
H  0.99  3.21  0.51  0.515
H  1.75  1.92  -0.46  0.036
H  0.00  0.97  1.02  0.280
H  -1.17  2.14  0.41  0.259
H  -0.57  -1.11  -1.95  0.581
H  0.24  -1.44  0.97  0.445
H  -0.43  -2.62  -0.18  0.457
H  -2.25  -0.58  0.08  0.441
H  -4.46  -1.93  2.47  0.403
H  -5.28  -4.09  3.43  0.388
H  -3.68  -5.62  4.51  0.379
H  -1.29  -5.03  4.63  0.389
H  -0.50  -2.87  3.66  0.436
H  2.02  -0.34  0.74  0.293
H  4.42  -0.23  0.16  0.413
H  5.09  -0.47  -2.24  0.379
H  1.22  -0.96  -3.42  0.390
H  -1.28  0.67  -2.92  0.540
H  -1.89  2.00  -1.91  0.386
H  -0.17  2.84  -3.44  0.577
H  1.00  1.66  -2.82  0.049

=====

B:
Formula: C19H26N4O2S
Source: the Open Molecules 2025 dataset
Level of theory: ωB97M-V with the def2-TZVPD basis set

For the LUMO energy, the calculation gives 0.0236 hartree. Its SMILES is CCCn1c(CCc2ccccc2)nnc1SCC(=O)N1CCOCC1.

Each line ends with the Mulliken charge.
CARTESIAN COORDINATES (ANGSTROEM)
C  -1.94  -4.45  0.49  -1.503
C  -1.16  -3.19  0.17  0.422
C  -2.01  -1.94  0.42  -1.257
N  -1.22  -0.75  0.21  0.751
C  -0.97  -0.05  -0.93  0.620
C  -1.70  -0.21  -2.22  -1.293
C  -3.11  0.39  -2.13  -1.140
C  -3.05  1.75  -1.49  0.478
C  -2.65  2.86  -2.22  -0.227
C  -2.51  4.09  -1.62  -0.618
C  -2.77  4.24  -0.27  -0.435
C  -3.18  3.14  0.47  -0.781
C  -3.31  1.91  -0.13  0.029
N  -0.06  0.86  -0.71  -0.667
N  0.32  0.78  0.57  -0.192
C  -0.38  -0.18  1.12  0.195
S  -0.22  -0.74  2.76  -0.186
C  1.58  -0.50  2.91  -0.518
C  2.20  -1.07  1.65  0.490
O  1.97  -2.23  1.34  -0.677
N  2.99  -0.28  0.90  0.277
C  3.32  1.11  1.07  -0.448
C  4.83  1.29  0.85  -0.704
O  5.24  0.82  -0.41  -0.384
C  4.92  -0.54  -0.56  -0.695
C  3.42  -0.78  -0.40  -0.704
H  -1.33  -5.33  0.30  0.409
H  -2.24  -4.46  1.53  0.342
H  -2.84  -4.52  -0.13  0.346
H  -0.26  -3.14  0.79  0.019
H  -0.84  -3.20  -0.88  0.254
H  -2.87  -1.92  -0.26  0.320
H  -2.37  -1.93  1.45  0.422
H  -1.12  0.32  -2.97  0.500
H  -1.76  -1.27  -2.49  0.360
H  -3.53  0.46  -3.13  0.456
H  -3.76  -0.26  -1.53  0.365
H  -2.43  2.75  -3.28  0.386
H  -2.20  4.95  -2.20  0.376
H  -2.66  5.20  0.21  0.391
H  -3.38  3.25  1.53  0.393
H  -3.63  1.06  0.45  0.306
H  1.88  -1.09  3.78  0.482
H  1.76  0.56  3.09  0.286
H  3.06  1.47  2.06  0.327
H  2.76  1.70  0.33  0.258
H  5.09  2.35  0.88  0.368
H  5.37  0.76  1.65  0.347
H  5.25  -0.83  -1.56  0.356
H  5.47  -1.14  0.19  0.345
H  3.18  -1.84  -0.46  0.454
H  2.88  -0.23  -1.18  0.296

=====

B ends up most stable, edging out the next structure by 23.7 kcal/mol.

=====

A:
Formula: C7H16Si
Source: the Open Molecules 2025 dataset
Level of theory: ωB97M-V with the def2-TZVPD basis set

For the LUMO energy, the calculation gives 0.0365 hartree. Its SMILES is C[SiH](C)C.CC#CC.

Each line ends with the Mulliken charge.
CARTESIAN COORDINATES (ANGSTROEM)
C  -1.52  -0.53  0.60  -0.948
Si  -0.19  -1.80  0.12  0.415
C  -0.64  -3.54  0.75  -1.026
C  0.03  -1.89  -1.78  -1.136
H  -1.12  0.48  0.53  0.192
H  -2.39  -0.59  -0.04  0.310
H  -1.85  -0.68  1.62  0.352
H  1.09  -1.40  0.74  -0.134
H  0.18  -4.23  0.61  0.293
H  -0.87  -3.52  1.81  0.297
H  -1.51  -3.95  0.24  0.312
H  -0.79  -1.41  -2.30  0.327
H  0.95  -1.39  -2.09  0.334
H  0.09  -2.91  -2.13  0.370
C  0.02  1.96  -1.57  -1.158
C  0.60  2.50  -0.36  0.309
C  1.09  2.95  0.64  0.619
C  1.69  3.51  1.83  -1.373
H  -1.07  1.93  -1.49  0.331
H  0.29  2.58  -2.42  0.358
H  0.39  0.95  -1.73  0.060
H  0.91  3.78  2.55  0.299
H  2.36  2.79  2.29  0.305
H  2.25  4.41  1.58  0.292

=====

B:
Formula: C7H16Si
Source: the Open Molecules 2025 dataset
Level of theory: ωB97M-V with the def2-TZVPD basis set

For the LUMO energy, the calculation gives 0.0363 hartree. Its SMILES is C/C=C/[SiH](CC)CC.

Each line ends with the Mulliken charge.
CARTESIAN COORDINATES (ANGSTROEM)
C  3.84  0.70  0.28  -1.036
C  2.30  0.71  0.06  -0.211
C  1.62  -0.26  -0.50  -0.243
Si  -0.18  -0.07  -0.87  0.305
C  -1.29  -1.66  -0.67  -0.669
C  -1.55  -1.97  0.77  -1.026
C  -0.89  1.09  0.43  -0.663
C  -2.38  1.55  0.08  -1.216
H  3.87  0.88  1.31  0.297
H  4.36  1.48  -0.31  0.299
H  4.05  -0.40  0.09  0.277
H  1.75  1.53  0.41  0.251
H  2.07  -1.01  -1.08  0.377
H  -0.50  0.19  -2.40  -0.194
H  -2.23  -1.67  -1.26  0.345
H  -0.64  -2.37  -1.13  0.447
H  -0.62  -1.80  1.30  0.314
H  -2.34  -1.27  1.16  0.204
H  -2.10  -2.99  0.80  0.307
H  -0.78  0.45  1.29  0.461
H  -0.28  1.95  0.46  0.440
H  -2.20  2.09  -0.83  0.362
H  -3.03  0.65  -0.22  0.259
H  -2.86  2.20  0.85  0.314

=====

C:
Formula: C7H16Si
Source: the Open Molecules 2025 dataset
Level of theory: ωB97M-V with the def2-TZVPD basis set

For the LUMO energy, the calculation gives 0.0348 hartree. Its SMILES is CC1(C)C[SiH2]1.C=CC.

Each line ends with the Mulliken charge.
CARTESIAN COORDINATES (ANGSTROEM)
C  -3.12  -0.87  0.89  -1.755
C  -1.87  -0.32  0.37  1.422
C  -0.77  -1.28  0.21  -1.368
C  -2.08  0.70  -0.72  -1.041
Si  -1.58  1.42  0.84  0.309
H  -2.96  -1.17  1.92  0.353
H  -3.80  -0.16  0.94  0.570
H  -3.46  -1.72  0.24  0.346
H  -1.06  -2.15  -0.35  0.300
H  -0.07  -0.75  -0.41  0.153
H  0.05  -1.55  0.88  0.342
H  -3.12  0.77  -1.18  0.320
H  -1.24  0.59  -1.43  0.280
H  -0.30  2.20  0.94  -0.118
H  -2.59  2.16  1.65  -0.128
C  2.38  1.03  -1.35  -0.839
C  2.94  -0.09  -0.95  0.170
C  3.85  -0.20  0.23  -0.896
H  2.81  1.91  -0.87  0.169
H  1.52  1.24  -2.00  0.282
H  2.59  -0.95  -1.50  0.328
H  4.56  -1.09  0.08  0.277
H  3.15  -0.47  1.09  0.178
H  4.17  0.78  0.46  0.350

=====

A ends up most stable, edging out the next structure by 12.6 kcal/mol.